A.
Here is the molecule CH2N2O2S from the OMol25 dataset. Energies are from the ωB97M-V functional and the def2-TZVPD basis.

```
! wB97M-V def2-TZVPD RIJCOSX def2/J DEFGRID3
* xyz 0 1
O 1.85453 1.17278 -0.02705
N 1.64230 -0.03814 -0.06767
O 2.47332 -0.86201 0.11363
N 0.32310 -0.46711 -0.15896
C -0.75057 0.40951 0.06386
S -2.27441 -0.15692 0.02866
H -0.03806 -1.31779 -0.52608
H -0.44629 1.34810 0.27180
*
```

- SMILES = O=[N+]([O-])NC=S

And the Löwdin charges, in e, turn out to be:
1. O 0.0701
2. N -0.4280
3. O 0.1195
4. N 0.0430
5. C -0.6348
6. S 0.6869
7. H 0.1194
8. H 0.0238

B.
Here is a cluster of 2 separate species, CH2N2O2S in total from the OMol25 dataset. Energies are from the ωB97M-V functional and the def2-TZVPD basis.

```
! wB97M-V def2-TZVPD RIJCOSX def2/J DEFGRID3
* xyz 0 1
O -1.24329 -2.12368 1.21227
N -1.74912 -1.12822 0.83455
N -1.11044 -0.34087 0.05238
C -1.13725 0.54351 -0.77624
S -0.87986 1.57171 -1.90833
O 1.86025 0.64014 0.00850
H 1.43014 -0.02145 0.50827
H 2.82957 0.85885 0.06861
*
```

- SMILES = O=NN=C=S.O

And the Löwdin charges, in e, turn out to be:
1. O 0.0350
2. N -0.1223
3. N 0.0238
4. C -0.7175
5. S 0.7998
6. O -0.0846
7. H -0.0108
8. H 0.0767

Most stable structure, least stable structure: B, A.

A.
Here is a cluster of 2 separate species, CH2N2O2S in total from the OMol25 dataset. Energies are from the ωB97M-V functional and the def2-TZVPD basis.

```
! wB97M-V def2-TZVPD RIJCOSX def2/J DEFGRID3
* xyz 0 1
O -0.09373 4.07425 -3.18612
N -0.57608 3.70384 -2.16587
N -1.26191 2.67827 -2.02254
C -1.84289 1.98963 -1.24239
S -2.78253 1.11461 -0.36076
O -0.33157 -0.15966 0.19230
H 0.23995 0.50006 0.61622
H 0.20816 -0.93754 0.43394
*
```

- SMILES = O=NN=C=S.O

And the Löwdin charges, in e, turn out to be:
1. O 0.0294
2. N -0.1450
3. N 0.0332
4. C -0.6869
5. S 0.8167
6. O -0.1449
7. H 0.0433
8. H 0.0542

B.
Here is a cluster of 2 separate species, CH2N2O2S in total from the OMol25 dataset. Energies are from the ωB97M-V functional and the def2-TZVPD basis.

```
! wB97M-V def2-TZVPD RIJCOSX def2/J DEFGRID3
* xyz 0 1
C -3.15707 0.82812 0.23532
N 0.39428 0.24075 -0.08659
N 0.13220 -1.01502 -0.03197
O 2.92593 0.66064 0.48626
O -4.23021 1.20841 0.34446
S 1.69418 1.29623 0.06256
H -0.29125 0.88304 -0.55577
H 0.65840 -1.56278 0.68497
*
```

And the Löwdin charges, in e, turn out to be:
1. C 0.0094
2. N -0.4801
3. N 0.0179
4. O -0.5779
5. O 0.0184
6. S 0.8790
7. H 0.0631
8. H 0.0703

Most stable structure, least stable structure: B, A.

A.
Here is a structure of composition C16H10ClN4O4Zn from the OMol25 dataset. Energies are from the ωB97M-V functional and the def2-TZVPD basis.

```
! wB97M-V def2-TZVPD RIJCOSX def2/J DEFGRID3
* xyz 1 1
Zn 0.06890 0.13540 -0.24950
Cl 3.31180 -5.04980 3.34310
C 2.79790 -3.80760 2.27790
C 3.35780 -3.71460 0.99130
C 2.92690 -2.74560 0.12940
C 1.93390 -1.78460 0.48750
O 1.61240 -0.89960 -0.38400
C 1.40690 -1.86180 1.83180
C 0.54510 -0.87470 2.38690
N 0.01300 0.07530 1.68080
C -0.69680 1.16420 2.15820
C -1.22310 1.30590 3.42710
C -1.94120 2.45210 3.78580
C -2.15100 3.46300 2.88640
C -1.64890 3.35620 1.57300
C -1.88240 4.33240 0.58450
C -1.34710 4.16910 -0.66650
C -0.60280 3.01960 -0.94200
N -0.40920 2.06750 -0.05280
C -0.90850 2.20450 1.20050
C 1.84790 -2.89320 2.68090
H 4.12750 -4.41190 0.69470
H 3.33100 -2.67350 -0.86870
H 0.39620 -0.91030 3.46630
H -1.10670 0.51790 4.15360
H -2.35370 2.52040 4.77800
H -2.70070 4.34920 3.16280
H -2.49200 5.19060 0.82520
H -1.51550 4.89210 -1.44820
H -0.17480 2.87290 -1.92410
H 1.43650 -2.96190 3.67680
O -2.13670 -0.16840 -0.63870
N -2.18980 -1.37180 -0.57920
O 0.24400 -3.77420 -0.43720
N -0.85550 -3.49270 -0.30310
O -1.00390 -1.89900 -0.66020
*
```

And the Löwdin charges, in e, turn out to be:
1. Zn 0.8109
2. Cl 0.7072
3. C -0.6805
4. C -0.0725
5. C -0.0106
6. C -0.3722
7. O -0.1281
8. C -0.1497
9. C -0.0210
10. N 0.0050
11. C -0.1911
12. C 0.0174
13. C -0.0413
14. C -0.0060
15. C -0.1321
16. C 0.0340
17. C -0.0149
18. C -0.0742
19. N 0.0271
20. C -0.1439
21. C -0.0625
22. H 0.1172
23. H 0.1268
24. H 0.1383
25. H 0.1147
26. H 0.1172
27. H 0.1238
28. H 0.1317
29. H 0.1189
30. H 0.1282
31. H 0.1158
32. O 0.0094
33. N -0.0364
34. O 0.2047
35. N 0.2329
36. O -0.1445

B.
Here is a structure of composition C16H10ClN4O4Zn from the OMol25 dataset. Energies are from the ωB97M-V functional and the def2-TZVPD basis.

```
! wB97M-V def2-TZVPD RIJCOSX def2/J DEFGRID3
* xyz 1 1
Zn -0.71542 -0.22143 0.16450
Cl 3.69370 -2.04692 -4.87921
C 2.37472 -1.81201 -3.78716
C 1.58965 -2.91860 -3.40401
C 0.50087 -2.75357 -2.59489
C 0.14533 -1.48869 -2.06083
O -0.91554 -1.39840 -1.31447
C 1.00574 -0.38182 -2.39956
C 0.75781 0.97482 -1.96647
N 0.09819 1.23934 -0.89758
C -0.32586 2.50494 -0.44451
C 0.15776 3.71602 -0.85481
C -0.39952 4.91572 -0.36874
C -1.44309 4.89100 0.50955
C -1.95717 3.65552 0.97036
C -3.05008 3.56576 1.86190
C -3.50107 2.34409 2.26938
C -2.84487 1.19349 1.81253
N -1.82669 1.23525 0.97822
C -1.37897 2.45594 0.51927
C 2.06278 -0.57022 -3.32353
H 1.85754 -3.90163 -3.76908
H -0.12429 -3.59170 -2.31630
H 1.15663 1.77694 -2.59014
H 0.97713 3.76116 -1.56127
H -0.00143 5.86059 -0.71245
H -1.89380 5.80957 0.86263
H -3.52481 4.47520 2.20879
H -4.33808 2.24498 2.94493
H -3.15536 0.21411 2.15330
H 2.65534 0.28497 -3.62878
O 3.03801 -1.98057 -0.46572
N 2.44317 -1.08568 -0.26166
O 1.04617 -3.46012 1.00372
N 0.43821 -2.54330 1.42092
O 0.86470 -1.34006 0.91733
*
```

And the Löwdin charges, in e, turn out to be:
1. Zn 0.8194
2. Cl 0.7067
3. C -0.6780
4. C -0.0683
5. C 0.0060
6. C -0.3635
7. O -0.1290
8. C -0.1747
9. C -0.0365
10. N 0.0288
11. C -0.1768
12. C 0.0155
13. C -0.0374
14. C -0.0043
15. C -0.1346
16. C 0.0324
17. C -0.0154
18. C -0.0705
19. N 0.0347
20. C -0.1265
21. C -0.0841
22. H 0.1194
23. H 0.1327
24. H 0.1420
25. H 0.1195
26. H 0.1199
27. H 0.1268
28. H 0.1338
29. H 0.1215
30. H 0.1297
31. H 0.1210
32. O 0.2656
33. N 0.2779
34. O 0.0324
35. N -0.0976
36. O -0.2886

C.
Here is a structure of composition C16H10ClN4O4Zn from the OMol25 dataset. Energies are from the ωB97M-V functional and the def2-TZVPD basis.

```
! wB97M-V def2-TZVPD RIJCOSX def2/J DEFGRID3
* xyz 1 1
Zn -1.12246 0.08661 1.10847
Cl -0.99175 -5.47146 -3.36633
C -0.89108 -4.41761 -2.00963
C -1.38547 -4.82159 -0.77947
C -1.28941 -3.96901 0.30960
C -0.72268 -2.70976 0.17600
O -0.59467 -1.93897 1.29045
C -0.23012 -2.29220 -1.07577
C 0.35835 -0.97744 -1.31598
N 0.10052 0.05004 -0.60752
C 0.72257 1.30696 -0.81247
C 1.35170 1.71330 -1.95847
C 1.96019 2.98142 -2.03521
C 1.93037 3.83427 -0.96930
C 1.26240 3.46090 0.21995
C 1.16654 4.30203 1.35290
C 0.47581 3.88617 2.45485
C -0.13953 2.62494 2.43254
N -0.05054 1.81119 1.40238
C 0.64443 2.20007 0.29308
C -0.31220 -3.16693 -2.15421
H -1.84087 -5.79649 -0.67549
H -1.67758 -4.26432 1.27574
H 1.04735 -0.91232 -2.15941
H 1.37771 1.06985 -2.82814
H 2.45089 3.27418 -2.95279
H 2.40125 4.80703 -1.02533
H 1.63867 5.27624 1.32920
H 0.37944 4.51028 3.33104
H -0.73004 2.27675 3.27155
H 0.06383 -2.86552 -3.12380
O 1.07489 -3.46518 1.96577
N 0.66572 -2.49981 2.32609
O -2.50870 0.11208 2.69426
N -3.47432 0.01153 1.90965
O -3.11121 -0.02724 0.70581
*
```

And the Löwdin charges, in e, turn out to be:
1. Zn 0.7807
2. Cl 0.7334
3. C -0.6474
4. C -0.0538
5. C 0.0150
6. C -0.2981
7. O -0.1829
8. C -0.1162
9. C -0.0206
10. N 0.0697
11. C -0.1737
12. C 0.0125
13. C -0.0376
14. C -0.0012
15. C -0.1338
16. C 0.0302
17. C -0.0125
18. C -0.0694
19. N 0.0424
20. C -0.1397
21. C -0.0339
22. H 0.1223
23. H 0.1359
24. H 0.1399
25. H 0.1176
26. H 0.1195
27. H 0.1270
28. H 0.1326
29. H 0.1207
30. H 0.1254
31. H 0.1241
32. O 0.2209
33. N 0.2141
34. O -0.1459
35. N -0.1677
36. O -0.1494

Most stable structure, least stable structure: C, A.